C13H25AuClMnNSi | ωB97M-V with the def2-TZVPD basis set

```
! wB97M-V def2-TZVPD RIJCOSX def2/J DEFGRID3
* xyz -1 7
Mn 2.82662 -2.34708 -1.10219
Cl 3.50769 -2.87774 -3.11898
C 1.57061 -3.81085 -0.83923
C 4.54957 -1.83873 -0.36815
H 1.85238 -4.25565 0.13033
H 0.55229 -3.39498 -0.83378
H 1.74777 -4.48164 -1.69297
H 5.14494 -2.77007 -0.42703
H 4.42622 -1.44331 0.65015
H 4.88959 -1.09110 -1.10483
Au 1.79101 0.54543 0.10016
C 1.82673 2.56813 -0.23816
C 1.77326 -1.50125 0.43702
H 1.97748 3.09854 0.71200
H 2.69362 2.68193 -0.90861
H 0.88864 2.87870 -0.72052
H 2.37841 -1.76153 1.32748
H 0.72528 -1.83271 0.57848
C 0.03900 1.02428 3.05165
Si -1.41553 1.36917 1.90966
C -3.01455 0.78318 2.70380
C -1.47113 3.20846 1.55013
N -1.20385 0.48699 0.44457
C -1.67369 0.25474 -0.75431
C -1.75918 -1.09163 -1.25513
C -2.25137 -1.36449 -2.52232
C -2.66063 -0.31099 -3.36106
C -2.54781 1.01600 -2.92951
C -2.05036 1.31088 -1.66796
H -0.10343 1.54825 4.00888
H 0.99644 1.35068 2.62071
H 0.11164 -0.05165 3.25712
H -3.24544 1.36392 3.60689
H -3.85850 0.88656 2.00763
H -2.93999 -0.27625 2.98704
H -0.51148 3.57572 1.16166
H -2.25481 3.44706 0.81800
H -1.70045 3.75785 2.47477
H -1.43367 -1.89001 -0.57855
H -2.32410 -2.39997 -2.85969
H -3.05840 -0.53605 -4.35404
H -2.85621 1.83392 -3.58361
H -1.93461 2.33729 -1.31752
*
```

Orbital gap (alpha / beta) = 6.41 / 6.05 eV
Max |F| = 2.28 eV Å⁻¹
⟨S²⟩ = 12.11

=====

CH2FLiNaO2 | ωB97M-V with the def2-TZVPD basis set

```
! wB97M-V def2-TZVPD RIJCOSX def2/J DEFGRID3
* xyz 1 1
O 0.75793 1.25034 -0.12252
C -0.42411 0.81527 -0.20927
O -0.72371 -0.40406 -0.24016
Na -2.82744 -1.34272 0.60367
Li 0.84897 -1.67586 -0.35733
H -1.21902 1.56303 -0.05516
H 1.50138 0.41777 0.02918
F 2.08601 -0.62377 0.35160
*
```

Orbital gap = 9.86 eV
Max |F| = 1.71 eV Å⁻¹
Energy relative to the best compared isomer or geometry (same formula, charge and spin) = 0.0 kcal per mole

=====

C4H7N3OS | ωB97M-V with the def2-TZVPD basis set

```
! wB97M-V def2-TZVPD RIJCOSX def2/J DEFGRID3
* xyz 0 1
C -2.75410 -0.43125 -0.64460
C -1.49470 -0.43654 -1.18383
C 1.05324 1.06943 1.02612
C 0.55064 0.45652 -0.28380
N -2.66325 -0.23737 0.68408
N -1.45309 -0.10952 0.96170
N -0.70926 -0.18316 -0.15030
O 0.96755 0.55286 -1.34277
S 3.35077 -1.07109 0.05938
H -3.71709 -0.69375 -1.17818
H -1.15073 -0.42796 -2.13981
H 0.48397 2.02908 1.28992
H 0.80469 0.31995 1.83855
H 2.19545 1.22860 0.83714
H 2.10482 -0.78556 -0.91151
H 2.43108 -1.28023 1.13789
*
```

Orbital gap = 9.61 eV
SMILES = CC(=O)n1ccnn1.S
Max |F| = 6.98 eV Å⁻¹
Energy relative to the best compared isomer or geometry (same formula, charge and spin) = 73.9 kcal per mole

=====

C34H52N2O20P | ωB97M-V with the def2-TZVPD basis set

```
! wB97M-V def2-TZVPD RIJCOSX def2/J DEFGRID3
* xyz 1 1
C -0.32004 0.95671 1.72372
C -1.72132 0.60575 2.22899
C -2.20466 1.54790 3.35525
C -2.12262 2.96516 2.89777
N -1.04180 3.62658 3.29002
N -0.85514 4.84321 2.82264
P 0.72329 5.61772 3.35054
C 1.42252 5.89764 1.70142
C 0.09847 7.25156 3.86590
C -1.69875 5.47278 2.02028
C -2.89762 4.86407 1.61338
C -3.83415 5.62780 0.72269
C -5.11682 6.11365 1.42672
C -6.25614 6.38464 0.44113
C -5.80799 7.19210 -0.74573
O -5.25175 8.22261 -0.59561
O -6.16769 6.75023 -1.96761
C -5.27902 5.85950 -2.64840
C -3.88078 6.42101 -2.88191
C -3.10351 3.55625 2.05923
C -4.31028 2.76356 1.65084
H 0.33717 1.27558 2.53055
H -0.34814 1.73766 0.96737
H 0.14111 0.08748 1.26357
H -1.74121 -0.41923 2.57832
H -2.40591 0.68865 1.39022
H -3.22059 1.29815 3.63814
H -1.51803 1.43465 4.18865
H 2.07832 5.07887 1.43726
H 2.00807 6.81438 1.71034
H 0.68164 5.98723 0.90904
H 0.93868 7.76984 4.31699
H -0.64037 7.07930 4.64494
H -0.33689 7.85969 3.07675
H -1.43745 6.46664 1.69245
H -3.31705 6.50632 0.34969
H -4.10621 4.97451 -0.10436
H -4.90181 7.03378 1.96311
H -5.44119 5.38373 2.16190
H -6.98403 7.01289 0.94984
H -6.74783 5.45854 0.15379
H -5.75206 5.69389 -3.60937
H -5.25619 4.88445 -2.15750
H -3.59158 6.21973 -3.91028
H -3.86763 7.49696 -2.75044
H -3.12630 5.94896 -2.25901
H -4.76188 2.31118 2.53038
H -5.06983 3.38892 1.20495
H -4.05512 1.96970 0.95675
C 4.73357 2.04450 -0.28977
C 5.30169 2.60646 -1.57735
O 4.29150 3.54982 -1.96629
C 3.61158 3.91932 -0.86502
O 2.82235 4.81172 -0.82183
O 3.93933 3.14496 0.18962
H 5.49679 1.78228 0.43744
H 4.08394 1.18708 -0.45726
H 6.23949 3.14324 -1.42809
H 5.43643 1.85631 -2.35140
C 3.93674 -1.55697 -3.86724
C 2.49051 -1.18715 -4.12786
O 1.94787 -1.14208 -2.79829
C 2.95626 -0.91858 -1.93533
O 2.81378 -0.66001 -0.77962
O 4.15161 -1.01573 -2.55183
H 4.63087 -1.11635 -4.57682
H 4.09510 -2.63545 -3.82932
H 2.38309 -0.20094 -4.58146
H 1.95751 -1.91850 -4.72792
C -2.03344 -4.81903 2.73267
C -1.31302 -4.32530 1.49519
O -2.24696 -3.37992 0.95728
C -3.04283 -2.94985 1.96163
O -3.80109 -2.03758 1.87443
O -2.84842 -3.68616 3.07560
H -1.36743 -5.06805 3.55305
H -2.67879 -5.67127 2.52911
H -0.38406 -3.80197 1.73083
H -1.11067 -5.11005 0.77200
C -4.32980 -7.60700 5.15801
C -4.17566 -9.06460 5.54935
O -3.38504 -9.58529 4.47282
C -2.70173 -8.56791 3.91233
O -1.83682 -8.68017 3.10657
O -3.13848 -7.37752 4.39334
H -4.36922 -6.92957 6.00621
H -5.19591 -7.43564 4.51730
H -3.62366 -9.19154 6.48148
H -5.11900 -9.59878 5.61382
C 4.31572 -4.90625 -0.77310
C 4.09203 -6.40395 -0.86600
O 3.81531 -6.58023 -2.26243
C 4.36268 -5.55237 -2.93753
O 4.44503 -5.47740 -4.12217
O 4.80080 -4.59662 -2.08710
H 5.04997 -4.62055 -0.02564
H 3.39090 -4.35273 -0.60134
H 4.98362 -6.97757 -0.61070
H 3.25470 -6.75706 -0.27129
C 6.58553 -5.69313 -6.48808
C 6.79953 -7.17186 -6.24177
O 7.43978 -7.59009 -7.45102
C 8.03725 -6.51225 -8.01740
O 8.78419 -6.55678 -8.93579
O 7.65743 -5.37537 -7.38224
H 6.64994 -5.09211 -5.58662
H 5.63715 -5.48912 -6.98702
H 7.47320 -7.36180 -5.40388
H 5.87536 -7.72232 -6.09162
*
```

Orbital gap = 8.30 eV
Max |F| = 1.82 eV Å⁻¹

=====

no.,E_tot (a.u.)
1,-2601.391756
2,-459.375949
3,-794.212481
4,-3282.268238